1.
ORCA calculation (ωB97M-V/def2-TZVPD) on a cluster of 2 separate species, C4H8NS in total at a distorted geometry.

Cartesian coordinates (Å):
C (0.145568, 0.961129, 0.087791)
C (1.538762, 1.260201, -0.097494)
C (0.731147, -1.242402, 0.026847)
C (-1.764744, -0.572501, -0.040272)
N (-0.317570, -0.221008, -0.031819)
S (2.351184, -0.382752, 0.056754)
H (-0.894925, 2.048882, 0.460649)
H (1.851631, 2.125266, 0.608038)
H (1.589580, 1.783279, -1.045820)
H (0.432732, -1.874357, 0.993506)
H (0.545704, -1.889790, -0.746978)
H (-2.087164, -0.643049, -1.042324)
H (-1.840532, -1.490487, 0.308770)
H (-2.281370, 0.137592, 0.462356)

Atoms 1-3, force components in eV/Å:
-3.6 7.5 1.4
-1.2 2.0 1.4
-1.6 0.8 3.8

Summary:
LUMO energy (spin up / spin down)   -3.79 / -8.49 eV
HOMO (spin up / spin down)   -10.02 / -15.19 eV
2S+1   3
Frontier orbital gap (spin up / spin down)   6.231 / 6.699 eV
⟨S²⟩   2.01
Net charge   +1

=====

2.
ORCA calculation (ωB97M-V/def2-TZVPD) on a cluster of 2 separate species, C4H8O in total at a distorted geometry.

Cartesian coordinates (Å):
C (-1.925029, 3.104437, 0.323364)
C (-1.107903, 2.171630, -0.157244)
C (-1.103247, 0.702523, 0.035842)
C (-0.191202, -0.169670, -0.541519)
H (-2.693699, 2.694724, 0.911848)
H (-1.731941, 4.019344, 0.154995)
H (-0.313114, 2.452752, -0.867666)
H (-2.154790, 0.147090, 0.235348)
H (0.669275, 0.412949, -0.859966)
H (-0.077844, -1.291281, -0.627870)
O (3.434822, -4.567081, 0.114684)
H (4.138893, -5.178161, 0.278810)
H (3.055776, -4.499254, 0.999370)

Atoms 1-3, force components in eV/Å:
0.0 -7.5 0.6
1.5 -0.6 -0.8
-2.7 -4.0 -1.8

Summary:
LUMO energy   0.87 eV
Structure (SMILES)   C=CC=C.O
HOMO   -8.96 eV
2S+1   1
Frontier orbital gap   9.836 eV
Net charge   0

=====

3.
ORCA calculation (ωB97M-V/def2-TZVPD) on an isolated molecule of C4H8O at a distorted geometry.

Cartesian coordinates (Å):
C (-1.587981, 0.889325, 0.147878)
C (-1.315000, -0.377900, -0.191097)
O (-0.109991, -1.057313, -0.153805)
C (1.010609, -0.430040, 0.443794)
C (1.623999, 0.731903, -0.294166)
H (-0.841617, 1.507113, 0.707504)
H (-2.610771, 1.311045, 0.221321)
H (-2.054084, -0.927547, -0.787404)
H (0.775387, -0.246497, 1.581073)
H (1.752910, -1.261835, 0.480175)
H (2.488992, 1.111587, 0.228661)
H (0.974022, 1.669041, -0.532138)
H (2.005336, 0.415861, -1.307206)

Atoms 1-3, force components in eV/Å:
0.5 0.4 1.9
0.2 0.4 -1.1
-1.3 0.8 -0.2

Summary:
LUMO energy   1.11 eV
Structure (SMILES)   C=COCC
HOMO   -9.04 eV
2S+1   1
Frontier orbital gap   10.152 eV
Net charge   0

=====

4.
ORCA calculation (ωB97M-V/def2-TZVPD) on a structure of composition C4H8O at a distorted geometry.

Cartesian coordinates (Å):
O (2.136739, -0.753895, 0.000788)
C (1.327449, 0.233417, 0.504057)
C (0.040158, 0.130470, -0.215171)
C (-1.290776, 0.786298, 0.047780)
C (-1.159578, -0.721389, 0.022489)
H (1.644003, -0.753152, -1.120771)
H (1.745130, 1.259716, 0.499635)
H (0.897151, 0.066845, 1.509014)
H (0.692424, -0.285973, -1.543008)
H (-1.515182, 1.260096, 1.014240)
H (-1.729612, 1.306062, -0.792599)
H (-1.293797, -1.286502, 0.943316)
H (-1.494109, -1.241993, -0.869769)

Atoms 1-3, force components in eV/Å:
-0.7 -0.2 -2.9
-1.1 0.3 0.5
0.5 -0.4 -2.5

Summary:
LUMO energy   0.43 eV
HOMO   -9.95 eV
2S+1   1
Frontier orbital gap   10.373 eV
Net charge   0

=====

5.
ORCA calculation (ωB97M-V/def2-TZVPD) on a cluster of 2 separate species, C4H8O in total at a distorted geometry.

Cartesian coordinates (Å):
C (-0.076026, -0.816790, -0.820134)
C (0.439097, 0.210166, -0.445343)
C (1.252158, 1.346489, 0.131256)
C (0.302711, 2.456651, 0.677437)
H (-0.634689, -1.636247, -1.240039)
H (1.914826, 1.663485, -0.696889)
H (1.892256, 0.939784, 0.937675)
H (-0.207810, 2.177968, 1.614621)
H (-0.451327, 2.827324, -0.037148)
H (1.013706, 3.271873, 0.893098)
O (-1.858523, -4.007266, -0.711725)
H (-1.082948, -4.479318, -0.332384)
H (-2.503433, -3.954119, 0.029575)

Atoms 1-3, force components in eV/Å:
-0.2 0.6 -0.2
0.8 -0.4 0.6
-1.5 -1.2 -0.7

Summary:
LUMO energy   0.87 eV
Structure (SMILES)   C#CCC.O
HOMO   -9.76 eV
2S+1   1
Frontier orbital gap   10.636 eV
Net charge   0

=====

6.
ORCA calculation (ωB97M-V/def2-TZVPD) on a cluster of 2 separate species, C4H8O in total.

Cartesian coordinates (Å):
O (-0.414592, -1.317951, -1.727668)
C (0.078133, -0.691624, -0.829350)
C (0.369792, -0.994708, 0.642604)
C (0.667616, 0.515152, 0.834128)
C (0.609497, 0.737496, -0.699764)
H (1.255802, -1.632363, 0.736699)
H (-0.445673, -1.438614, 1.221486)
H (1.619591, 0.752677, 1.313512)
H (-0.133420, 1.036372, 1.365044)
H (1.594974, 0.826685, -1.170396)
H (-0.036348, 1.533113, -1.083260)
H (-2.511829, 0.077297, -0.558451)
H (-2.653542, 0.596468, -0.044584)

Atoms 1-3, force components in eV/Å:
0.2 0.3 0.4
-0.1 -0.2 -0.3
0.0 -0.1 0.0

Summary:
LUMO energy   1.07 eV
Structure (SMILES)   O=C1CCC1.[H][H]
HOMO   -9.57 eV
2S+1   1
Frontier orbital gap   10.638 eV
Net charge   0

=====

7.
ORCA calculation (ωB97M-V/def2-TZVPD) on an isolated molecule of C4H8O at a distorted geometry.

Cartesian coordinates (Å):
C (1.064856, -0.447880, -1.087742)
C (0.113995, -0.088290, 0.032251)
O (0.592498, -0.570468, 1.221319)
C (-0.594162, 1.213983, 0.024303)
C (-1.377412, -0.106337, -0.141382)
H (0.701645, -0.211568, -2.145808)
H (1.338264, -1.500867, -1.006381)
H (2.041157, 0.051628, -1.004623)
H (1.198734, 0.075635, 1.713837)
H (-0.967213, 1.700159, 0.937649)
H (-0.542161, 1.867743, -0.849174)
H (-1.821434, -0.405905, -1.104961)
H (-1.932640, -0.441943, 0.724325)

Atoms 1-3, force components in eV/Å:
0.1 0.3 -1.6
0.3 0.6 -0.9
1.4 0.5 2.8

Summary:
LUMO energy   0.99 eV
Structure (SMILES)   CC1(O)CC1
HOMO   -9.87 eV
2S+1   1
Frontier orbital gap   10.862 eV
Net charge   0

=====

8.
ORCA calculation (ωB97M-V/def2-TZVPD) on an isolated molecule of C4H8O.

Cartesian coordinates (Å):
C (-2.200861, 0.320389, -0.098773)
C (-1.215937, -0.624525, 0.492144)
O (-0.244881, -0.767981, -0.390868)
C (1.023024, -0.813628, 0.282712)
C (1.772727, 0.409453, -0.213069)
H (-2.109553, 1.157884, 0.614520)
H (-3.222176, -0.045063, -0.009069)
H (-1.948546, 0.680428, -1.103392)
H (0.763393, -0.740153, 1.340172)
H (1.537479, -1.756367, 0.097573)
H (1.090604, 1.268257, -0.236338)
H (2.603938, 0.648129, 0.453045)
H (2.150786, 0.263180, -1.228653)

Atoms 1-3, force components in eV/Å:
-0.2 -0.1 0.0
-0.1 0.3 -0.4
-0.4 0.3 0.4

Summary:
LUMO energy   1.13 eV
HOMO   -8.26 eV
2S+1   1
Frontier orbital gap   9.399 eV
Net charge   0

=====

9.
ORCA calculation (ωB97M-V/def2-TZVPD) on a cluster of 2 separate species, C4H8O in total.

Cartesian coordinates (Å):
C (-0.515819, 1.922134, 0.248886)
C (-1.380643, 0.728415, 0.151855)
C (0.296320, -1.110760, -0.887304)
C (1.063211, -1.833369, 0.131023)
O (0.496412, -0.565381, 0.418938)
H (0.086045, 2.085892, 1.153084)
H (0.097019, 2.114815, -0.641008)
H (-1.328590, 2.675671, 0.207684)
H (-1.610796, 0.398098, 1.183413)
H (-0.737323, -1.389439, -1.079601)
H (0.773703, -0.523864, -1.672642)
H (2.152350, -1.833542, 0.122604)
H (0.608109, -2.668671, 0.663069)

Atoms 1-3, force components in eV/Å:
0.0 -0.1 0.0
0.1 0.3 0.3
0.0 0.0 -0.2

Summary:
LUMO energy   0.80 eV
HOMO   -8.15 eV
2S+1   1
Frontier orbital gap   8.948 eV
Net charge   0

=====

10.
ORCA calculation (ωB97M-V/def2-TZVPD) on a cluster of 2 separate species, C4H8O in total.

Cartesian coordinates (Å):
C (-1.166241, -0.534267, 0.023279)
C (0.225021, 0.028522, -0.142306)
C (1.371627, -0.929828, 0.012803)
C (0.659364, 1.456169, -0.126715)
O (0.371740, 0.935737, -1.285195)
H (-1.375963, -0.792180, 1.066970)
H (-1.933053, 0.165488, -0.321219)
H (-1.253168, -1.456233, -0.568016)
H (1.336839, -1.371760, 1.014015)
H (2.321468, -0.396930, -0.092202)
H (1.324940, -1.728508, -0.733526)
H (-1.289128, 2.160438, 0.595598)
H (-0.593450, 2.463352, 0.556519)

Atoms 1-3, force components in eV/Å:
0.0 0.1 0.0
0.0 -0.3 0.1
0.1 -0.1 0.0

Summary:
LUMO energy   0.80 eV
HOMO   -9.15 eV
2S+1   1
Frontier orbital gap   9.953 eV
Net charge   0

=====

11.
ORCA calculation (ωB97M-V/def2-TZVPD) on an isolated molecule of C4H8O at a distorted geometry.

Cartesian coordinates (Å):
C (-1.752693, -0.018219, 0.164916)
C (-0.399951, 0.473223, -0.300365)
C (0.764547, 0.340198, 0.614221)
C (1.732830, -0.255031, -0.336071)
O (1.448269, -1.248981, -1.128614)
H (-2.232487, 0.664589, 0.892548)
H (-1.689435, -0.998381, 0.656916)
H (-2.458788, -0.134618, -0.666678)
H (0.436526, -1.204170, -1.095040)
H (-0.407269, 1.414199, -0.847033)
H (1.198713, 1.250404, 1.055556)
H (0.597125, -0.374109, 1.439321)
H (2.762617, 0.090901, -0.449680)

Atoms 1-3, force components in eV/Å:
-0.1 -0.4 -0.4
-1.2 1.4 1.5
0.3 -0.8 -0.2

Summary:
LUMO energy (spin up / spin down)   1.10 / -0.14 eV
HOMO (spin up / spin down)   -8.10 / -6.37 eV
2S+1   1
Frontier orbital gap (spin up / spin down)   9.201 / 6.230 eV
Net charge   0

=====

12.
ORCA calculation (ωB97M-V/def2-TZVPD) on a cluster of 2 separate species, C4H8O in total.

Cartesian coordinates (Å):
C (0.925334, 1.081343, 0.926281)
C (-0.181908, 0.493295, 0.506837)
C (-1.403781, 0.558280, -0.301813)
C (-1.044066, -0.693011, 0.499584)
H (1.178005, 2.094805, 0.624090)
H (1.609095, 0.579469, 1.607609)
H (-2.224248, 1.178864, 0.051984)
H (-1.313610, 0.498650, -1.384302)
H (-1.625929, -0.923890, 1.389242)
H (-0.702231, -1.553026, -0.070888)
O (1.414362, -1.140946, -1.634029)
H (1.969611, -1.789499, -1.185586)
H (1.399369, -0.384328, -1.029009)

Atoms 1-3, force components in eV/Å:
-0.1 0.0 0.0
0.1 0.1 0.1
-0.1 0.2 -0.1

Summary:
LUMO energy   0.98 eV
Structure (SMILES)   C=C1CC1.O
HOMO   -10.00 eV
2S+1   1
Frontier orbital gap   10.972 eV
Net charge   0

=====

13.
ORCA calculation (ωB97M-V/def2-TZVPD) on a cluster of 2 separate species, C4H8O in total.

Cartesian coordinates (Å):
C (1.793145, 0.225215, 0.540423)
O (0.932339, -0.834291, 0.132237)
C (-0.351055, -0.544619, 0.029430)
C (-1.556785, -0.963981, -0.166611)
C (-1.382118, 0.450683, 0.368381)
H (1.311874, 0.867111, 1.284844)
H (2.093640, 0.822768, -0.325634)
H (2.668554, -0.255930, 0.979047)
H (-2.196611, -1.819194, -0.233696)
H (-1.614096, 1.333329, -0.245185)
H (-1.496107, 0.624329, 1.438457)
H (0.185236, 0.286209, -1.961386)
H (-0.432080, -0.136015, -1.898950)

Atoms 1-3, force components in eV/Å:
0.2 0.2 0.1
-0.1 -0.1 -0.1
-0.4 -0.5 0.7

Summary:
LUMO energy   1.08 eV
Structure (SMILES)   COC1=CC1.[H][H]
HOMO   -8.48 eV
2S+1   1
Frontier orbital gap   9.557 eV
Net charge   0

=====

14.
ORCA calculation (ωB97M-V/def2-TZVPD) on an isolated molecule of C4H8O at a distorted geometry.

Cartesian coordinates (Å):
C (0.956185, -1.353058, 0.583716)
C (0.689327, 0.146939, 0.543054)
C (0.110383, 0.591959, -0.784651)
C (-1.462190, 1.023391, -0.691647)
O (-0.406720, 1.903770, -0.750266)
H (1.394296, -1.658442, 1.539247)
H (0.027897, -1.918744, 0.445363)
H (1.645217, -1.640934, -0.217403)
H (1.629613, 0.691574, 0.720999)
H (0.014362, 0.461699, 1.354498)
H (-0.562599, -0.059874, -1.407398)
H (-2.119188, 1.101572, -1.570744)
H (-1.916584, 0.710148, 0.235232)

Atoms 1-3, force components in eV/Å:
0.0 -0.1 0.0
-0.1 0.0 0.0
-1.5 -0.7 0.5

Summary:
LUMO energy   1.11 eV
Structure (SMILES)   CC[C@H]1CO1
HOMO   -8.63 eV
2S+1   1
Frontier orbital gap   9.740 eV
Net charge   0

=====

15.
ORCA calculation (ωB97M-V/def2-TZVPD) on a structure of composition C4H8O.

Cartesian coordinates (Å):
C (1.503079, 0.394819, -0.448069)
C (-0.005570, 0.247193, -0.415804)
C (-0.602913, -1.065089, 0.060756)
C (-1.760207, -0.328201, 0.761253)
O (-0.601421, 1.053112, 0.676471)
H (1.924766, 0.160409, 0.533258)
H (1.800613, 1.410134, -0.730246)
H (1.945155, -0.298546, -1.177030)
H (-0.453064, 0.576249, -1.361171)
H (0.122876, -1.620669, 0.676966)
H (-0.950614, -1.717233, -0.744676)
H (-1.716101, -0.532241, 1.850131)
H (-1.206602, 1.720058, 0.318163)

Atoms 1-3, force components in eV/Å:
-0.1 0.0 0.1
0.2 -0.2 -0.4
0.0 -0.1 -0.1

Summary:
LUMO energy   0.79 eV
HOMO   -7.60 eV
2S+1   1
Frontier orbital gap   8.393 eV
Net charge   0

=====

16.
ORCA calculation (ωB97M-V/def2-TZVPD) on an isolated molecule of C4H8O at a distorted geometry.

Cartesian coordinates (Å):
C (-0.756707, -0.541644, -1.054518)
C (-0.271230, 0.065388, 0.249448)
O (-1.388292, 0.493517, 1.017568)
C (1.022571, -0.253249, 0.781076)
C (0.834341, 1.036128, -0.015361)
H (0.055117, -1.057904, -1.588136)
H (-1.090473, 0.341496, -1.724927)
H (-1.641474, -1.288367, -0.836448)
H (-1.791965, -0.362398, 1.339481)
H (1.287991, 0.012540, 1.812251)
H (1.438694, -1.297324, 0.290095)
H (1.233330, 1.037749, -1.051253)
H (1.068098, 1.814069, 0.780724)

Atoms 1-3, force components in eV/Å:
-1.4 -0.3 -0.5
-2.1 1.9 -1.1
0.0 -1.6 0.7

Summary:
LUMO energy   0.97 eV
Structure (SMILES)   CC1(O)CC1
HOMO   -10.01 eV
2S+1   1
Frontier orbital gap   10.989 eV
Net charge   0

=====

17.
ORCA calculation (ωB97M-V/def2-TZVPD) on a cluster of 2 separate species, C4H8O in total at a distorted geometry.

Cartesian coordinates (Å):
C (2.445829, 1.772221, -1.036321)
C (2.025473, 0.344849, -0.864812)
O (1.094974, -0.140094, -1.448725)
H (1.958759, 2.505475, -0.400193)
H (3.504398, 1.962836, -0.906057)
H (2.250851, 2.082756, -2.066274)
H (2.708953, -0.261123, -0.238798)
C (-2.063722, -1.179534, 1.039669)
C (-3.324269, -1.529410, 1.211020)
H (-1.398976, -1.618884, 0.303315)
H (-1.539525, -0.463498, 1.664380)
H (-3.703323, -2.466193, 0.830309)
H (-3.959422, -1.009400, 1.912486)

Atoms 1-3, force components in eV/Å:
0.2 0.9 -0.9
0.5 0.2 -0.2
-0.1 -0.1 0.2

Summary:
LUMO energy   1.00 eV
Structure (SMILES)   CC=O.C=C
HOMO   -9.90 eV
2S+1   1
Frontier orbital gap   10.908 eV
Net charge   0

=====

18.
ORCA calculation (ωB97M-V/def2-TZVPD) on an isolated molecule of C4H8O at a distorted geometry.

Cartesian coordinates (Å):
C (1.234474, 1.290050, 0.606054)
C (0.366613, 0.460603, -0.402722)
C (-0.225745, -0.941327, 0.040574)
C (-1.698640, -1.269513, -0.412379)
O (-2.670559, -0.676660, 0.066217)
H (1.180394, 2.352200, 0.285612)
H (0.818852, 1.182141, 1.614365)
H (2.295555, 0.968971, 0.680852)
H (-0.493084, 1.187494, -0.700564)
H (0.896679, 0.414400, -1.386701)
H (0.342757, -1.688535, -0.599659)
H (-0.235623, -1.019030, 1.175196)
H (-1.811669, -2.260792, -0.966839)

Atoms 1-3, force components in eV/Å:
-0.2 -0.6 -0.3
-1.4 1.8 -0.9
0.0 0.2 -1.6

Summary:
LUMO energy   0.73 eV
Structure (SMILES)   CCCC=O
HOMO   -9.83 eV
2S+1   1
Frontier orbital gap   10.552 eV
Net charge   0

=====

Calculated values (kcal per mole) of energy above the lowest of the compared OMol25 structures with the same formula, charge and spin for the records, taken in order: 73.09 62.61 35.74 102.64 48.09 38.79 29.53 73.15 131.19 101.63 94.24 44.37 106.11 85.58 98.05 47.59 38.43 28.21.